(1)
This record from the Open Molecules 2025 dataset describes 5 unconnected molecules or ions with the total composition C30H70 at a distorted geometry. The level of theory is ωB97M-V with the def2-TZVPD basis set.

ORCA input file:
```
! wB97M-V def2-TZVPD RIJCOSX def2/J DEFGRID3
* xyz 0 1
C 1.098 -1.939 5.298
C -0.267 -2.569 4.974
C -0.860 -2.966 6.245
C -2.299 -3.562 6.249
C -2.589 -4.506 5.128
C -4.053 -4.976 5.079
H 1.708 -2.950 5.299
H 0.909 -1.345 6.129
H 1.566 -1.343 4.516
H -0.178 -3.342 4.257
H -0.853 -1.797 4.391
H -0.949 -2.094 7.065
H -0.260 -3.545 6.602
H -2.884 -2.799 6.281
H -2.624 -3.939 7.475
H -1.928 -5.399 5.312
H -2.189 -4.218 4.105
H -4.173 -5.528 4.332
H -4.657 -4.134 5.163
H -4.215 -5.550 5.960
C 2.391 0.707 -4.845
C 2.553 1.303 -6.256
C 1.321 1.849 -7.025
C 1.786 2.608 -8.372
C 0.549 3.077 -9.212
C -0.134 4.242 -8.753
H 3.193 0.265 -4.298
H 1.770 -0.202 -4.589
H 1.918 1.472 -4.120
H 3.321 0.639 -6.906
H 3.311 1.976 -6.367
H 0.718 2.591 -6.468
H 0.690 1.217 -7.311
H 2.295 1.784 -8.899
H 2.373 3.536 -8.099
H -0.024 2.305 -9.344
H 0.812 3.369 -10.172
H -0.348 4.124 -7.630
H -0.995 4.609 -9.337
H 0.595 5.102 -8.559
C 3.705 0.986 -1.042
C 2.441 1.505 -0.332
C 2.646 1.810 1.173
C 1.352 2.362 1.870
C 0.452 1.333 2.403
C -0.295 1.842 3.633
H 4.579 1.456 -0.774
H 3.564 0.824 -1.973
H 3.921 0.073 -0.687
H 1.676 0.793 -0.421
H 2.103 2.409 -0.687
H 3.512 2.458 1.236
H 2.870 0.931 1.614
H 0.980 3.123 1.302
H 1.709 2.868 2.907
H 1.185 0.548 2.717
H -0.211 0.922 1.532
H -0.811 2.728 3.377
H 0.235 2.357 4.481
H -1.068 1.050 4.074
C 3.875 -2.561 1.981
C 3.424 -3.378 0.764
C 2.094 -2.807 0.218
C 0.874 -2.812 1.203
C -0.506 -2.377 0.680
C -1.107 -3.282 -0.300
H 4.887 -2.694 2.185
H 3.467 -2.794 2.857
H 3.439 -1.537 1.932
H 3.184 -4.387 1.045
H 4.475 -3.300 0.054
H 1.914 -3.299 -0.625
H 2.280 -1.747 -0.037
H 1.212 -2.542 2.181
H 0.665 -3.708 1.510
H -0.314 -1.363 0.438
H -1.205 -2.252 1.328
H -1.137 -4.362 -0.050
H -0.480 -3.204 -1.141
H -1.992 -2.997 -0.474
C -5.093 3.829 1.790
C -3.912 3.804 0.809
C -3.557 2.411 0.362
C -2.612 2.213 -0.879
C -2.155 0.811 -1.160
C -1.113 0.621 -2.319
H -6.117 4.008 1.196
H -5.327 4.803 2.264
H -4.932 3.139 2.484
H -3.041 4.422 1.258
H -4.262 4.444 -0.174
H -4.536 2.076 0.048
H -3.126 1.992 1.074
H -1.842 2.942 -0.503
H -3.193 2.774 -1.655
H -3.009 0.469 -1.610
H -1.846 0.215 -0.232
H -1.319 0.832 -3.456
H -0.625 -0.378 -2.473
H -0.375 1.528 -2.272
*
```

Summary:
orbital gap: 11.17 eV
SMILES: CCCCCC.CCCCCC.CCCCCC.CCCCCC.CCCCCC

(2)
This record from the Open Molecules 2025 dataset describes a molecular structure, C30H70BCrF4N2O20 at a distorted geometry. The level of theory is ωB97M-V with the def2-TZVPD basis set.

ORCA input file:
```
! wB97M-V def2-TZVPD RIJCOSX def2/J DEFGRID3
* xyz 1 5
Cr -1.666 -2.089 -2.113
N -2.614 -1.493 1.835
H -2.255 -2.340 2.267
H -3.345 -1.060 2.400
H -2.950 -1.781 0.866
H -1.846 -0.806 1.727
N 1.146 -2.849 1.129
H 1.973 -3.380 1.394
H 0.380 -3.165 1.723
H 0.798 -3.066 0.166
H 1.307 -1.841 1.271
C 1.441 -5.220 -1.457
C 0.037 -4.728 -1.796
C -0.958 -5.592 -1.001
O -0.095 -3.351 -1.537
H 1.560 -6.294 -1.631
H 1.557 -5.153 -0.369
H 2.229 -4.753 -2.043
H -0.144 -4.909 -2.864
H -0.666 -5.646 0.054
H -0.927 -6.570 -1.481
H -1.964 -5.170 -0.980
C -4.476 -3.750 0.808
C -4.167 -3.136 -0.552
C -5.459 -2.463 -1.063
O -3.089 -2.264 -0.526
H -4.703 -2.923 1.495
H -3.654 -4.371 1.185
H -5.338 -4.416 0.867
H -3.956 -4.005 -1.199
H -6.225 -3.221 -1.222
H -5.270 -1.992 -2.034
H -5.763 -1.638 -0.416
B -0.053 0.171 -0.125
F -0.617 0.039 1.137
F -0.788 -0.548 -1.098
F -0.028 1.492 -0.554
F 1.240 -0.340 -0.169
C -4.207 2.334 0.070
C -3.565 1.223 -0.755
O -3.932 1.486 -2.115
C -3.393 0.714 -3.040
O -2.744 -0.272 -2.834
O -3.645 1.098 -4.274
C -4.579 2.138 -4.530
H -3.994 3.298 -0.392
H -3.917 2.319 1.118
H -5.296 2.257 0.016
H -3.921 0.242 -0.441
H -2.481 1.311 -0.680
H -5.603 1.764 -4.609
H -4.435 2.577 -5.517
H -4.458 2.911 -3.775
C -2.342 1.492 7.447
C -2.601 1.223 5.981
O -1.550 1.807 5.212
C -1.746 1.897 3.906
O -2.700 1.460 3.293
O -0.798 2.686 3.400
C -0.948 3.157 2.052
H -3.172 1.225 8.097
H -2.069 2.537 7.611
H -1.475 0.921 7.787
H -3.547 1.608 5.604
H -2.606 0.131 5.902
H -1.276 4.193 2.132
H -1.660 2.606 1.447
H 0.019 3.157 1.559
C 0.803 -1.023 6.075
C 1.576 -1.287 4.781
O 1.600 -0.073 4.057
C 2.409 -0.028 3.002
O 2.746 -0.961 2.306
O 2.775 1.224 2.815
C 3.472 1.517 1.606
H 1.110 -0.033 6.424
H 1.040 -1.684 6.905
H -0.276 -0.949 5.932
H 1.128 -2.143 4.265
H 2.532 -1.695 5.120
H 3.995 2.458 1.716
H 2.743 1.556 0.791
H 4.140 0.732 1.246
C 0.722 9.249 -0.347
C 1.285 7.990 -0.990
O 0.238 7.026 -1.090
C 0.422 5.729 -1.157
O -0.457 4.915 -1.207
O 1.739 5.406 -1.177
C 2.153 4.057 -1.149
H 1.493 10.017 -0.307
H 0.487 9.026 0.697
H -0.163 9.608 -0.865
H 2.076 7.542 -0.392
H 1.617 8.303 -1.983
H 2.743 3.951 -2.063
H 1.305 3.373 -1.122
H 2.859 3.807 -0.356
C 3.597 -2.177 -1.270
C 4.869 -1.848 -2.066
O 6.031 -2.350 -1.425
C 6.555 -1.646 -0.440
O 6.250 -0.549 -0.071
O 7.484 -2.407 0.126
C 8.210 -1.899 1.226
H 3.782 -3.169 -0.845
H 2.706 -2.224 -1.895
H 3.377 -1.511 -0.437
H 4.891 -0.774 -2.253
H 4.887 -2.342 -3.035
H 9.079 -2.518 1.427
H 7.603 -1.770 2.120
H 8.614 -0.920 0.950
C 0.757 1.752 -4.277
C 1.320 0.553 -3.505
O 1.612 -0.537 -4.406
C 0.685 -1.450 -4.594
O -0.382 -1.500 -4.007
O 1.093 -2.319 -5.487
C 0.169 -3.304 -5.916
H 0.672 2.523 -3.509
H -0.220 1.489 -4.679
H 1.387 2.100 -5.093
H 0.600 0.289 -2.736
H 2.284 0.766 -3.051
H -0.707 -2.821 -6.347
H -0.111 -3.988 -5.114
H 0.585 -3.939 -6.694
*
```

Summary:
orbital gap (spin up / spin down): 8.13 / 8.72 eV

Table of M (g/mol), in record order: 430.890; 917.684
Table of electronic energy (hartree), in record order: -1184.467839; -4268.320561
Table of relative energy (zero: lowest compared OMol25 entry of this formula, charge and spin) (eV), in record order: 13.716; 0.000